C51H38BrI2N8O3PPbS | ωB97M-V with the def2-TZVPD basis set

The geometry in XYZ format:
```
106
Properties=species:S:1:pos:R:3
Pb 0.29 -0.32 -0.27
I -2.56 -3.79 3.47
C -0.72 -4.13 2.48
C -0.03 -5.29 2.76
C 1.12 -5.58 2.07
I 2.13 -7.40 2.55
C 1.59 -4.74 1.05
C 2.71 -5.00 0.25
C 3.04 -4.15 -0.77
C 2.25 -3.02 -0.98
N 1.21 -2.74 -0.24
C 0.86 -3.54 0.77
C -0.32 -3.16 1.54
O -0.95 -2.09 1.37
H -0.40 -5.97 3.51
H 3.31 -5.88 0.45
H 3.89 -4.35 -1.42
H 2.47 -2.33 -1.77
C 0.22 4.72 -3.31
C -0.29 3.48 -3.42
C -0.09 2.43 -2.39
C 0.83 2.87 -1.29
C 1.34 4.18 -1.27
C 1.05 5.10 -2.23
N 1.16 1.96 -0.38
N 2.04 2.28 0.52
C 2.41 1.31 1.40
C 3.35 1.69 2.36
C 3.76 0.81 3.33
C 3.26 -0.48 3.34
C 2.35 -0.87 2.36
C 1.90 -0.01 1.38
H 0.01 5.45 -4.09
H -0.96 3.23 -4.25
H 0.29 1.49 -2.81
H 1.99 4.42 -0.43
H 1.43 6.12 -2.17
H 3.71 2.71 2.33
H 4.48 1.12 4.09
H 3.55 -1.18 4.12
H 1.99 -1.90 2.38
N -3.33 -0.81 0.38
C -3.96 0.14 1.11
C -5.37 0.20 1.15
C -6.04 1.13 1.90
C -5.32 2.04 2.67
C -3.94 2.03 2.61
C -3.24 1.12 1.83
P -1.41 1.24 1.68
C -1.23 3.07 1.94
C -1.26 3.87 0.81
C -1.13 5.25 0.92
C -0.99 5.84 2.16
C -1.00 5.05 3.30
C -1.11 3.68 3.19
C -0.92 0.66 3.34
C 0.28 1.11 3.89
C 0.68 0.67 5.14
C -0.08 -0.25 5.84
C -1.27 -0.72 5.29
C -1.69 -0.26 4.05
H -2.40 -1.11 0.64
H -3.90 -1.48 -0.10
H -5.93 -0.52 0.57
H -7.12 1.15 1.91
H -5.83 2.76 3.29
H -3.39 2.76 3.19
H -1.37 3.41 -0.16
H -1.13 5.85 0.02
H -0.87 6.91 2.25
H -0.92 5.50 4.28
H -1.11 3.08 4.09
H 0.89 1.80 3.33
H 1.61 1.05 5.56
H 0.25 -0.60 6.81
H -1.87 -1.44 5.82
H -2.62 -0.62 3.63
N -2.28 -5.56 -2.74
C -2.06 -4.25 -3.08
C -1.97 -3.23 -2.11
N -1.89 -1.97 -2.44
C -1.86 -1.67 -3.74
C -1.92 -2.66 -4.69
N -2.03 -3.95 -4.38
H -2.01 -5.86 -1.82
H -2.12 -6.23 -3.48
H -1.95 -3.46 -1.05
H -1.78 -0.62 -3.98
H -1.88 -2.44 -5.75
Br 4.81 -0.69 -8.45
C 4.17 -0.47 -6.65
C 2.84 -0.72 -6.38
C 2.40 -0.57 -5.08
C 3.27 -0.19 -4.07
C 4.60 0.06 -4.38
C 5.07 -0.08 -5.67
C 2.80 -0.14 -2.61
O 3.68 -0.06 -1.76
O 1.56 -0.27 -2.48
H 2.16 -1.03 -7.16
H 1.36 -0.76 -4.82
H 5.26 0.34 -3.57
H 6.10 0.11 -5.92
S -4.05 1.52 -2.42
C -2.53 1.81 -2.17
N -1.41 2.05 -1.85
```

Computed properties:
Maximum force, eV/Å: 1.78
LUMO (alpha / beta), Eh: 0.1191 / 0.1191
Net charge: -2
ΔE to the lowest compared entry with this formula, charge and spin, eV: 0.0000
Frontier orbital gap (alpha / beta), eV: 4.50 / 4.50
M, g mol⁻¹: 1414.9

=====

C51H38CoNOP2S | ωB97M-V with the def2-TZVPD basis set

The geometry in XYZ format:
```
95
Properties=species:S:1:pos:R:3
Co -0.72 0.23 -0.06
O 1.41 0.57 2.17
S -1.62 1.17 1.81
C -1.34 -0.01 3.14
C -1.27 0.30 4.49
C -1.31 -0.72 5.42
C -1.48 -2.04 5.02
C -1.56 -2.34 3.67
C -1.45 -1.33 2.72
P -1.47 -1.67 0.94
C -3.18 -2.22 0.60
C -3.50 -3.39 -0.08
C -4.82 -3.70 -0.36
C -5.84 -2.84 0.04
C -5.53 -1.68 0.73
C -4.21 -1.37 1.01
C -0.38 -3.08 0.61
C 0.47 -3.64 1.56
C 1.28 -4.71 1.23
C 1.26 -5.23 -0.06
C 0.45 -4.65 -1.02
C -0.36 -3.57 -0.70
C -0.86 2.76 2.11
C -1.04 3.50 3.28
C -0.64 4.82 3.32
C -0.13 5.45 2.19
C 0.02 4.73 1.02
C -0.32 3.38 0.98
P -0.20 2.41 -0.54
C 1.41 2.67 -1.32
C 2.46 3.39 -0.75
C 3.67 3.51 -1.42
C 3.84 2.90 -2.66
C 2.81 2.14 -3.21
C 1.61 2.02 -2.54
C -1.40 3.21 -1.66
C -2.75 3.08 -1.33
C -3.73 3.62 -2.16
C -3.37 4.28 -3.32
C -2.03 4.41 -3.65
C -1.04 3.88 -2.82
H -1.16 1.32 4.83
H -1.23 -0.48 6.47
H -1.57 -2.83 5.76
H -1.71 -3.37 3.36
H -2.72 -4.09 -0.37
H -5.06 -4.61 -0.89
H -6.87 -3.07 -0.20
H -6.32 -1.02 1.07
H -3.99 -0.47 1.57
H 0.53 -3.22 2.56
H 1.94 -5.14 1.97
H 1.88 -6.08 -0.31
H 0.45 -5.03 -2.04
H -0.96 -3.10 -1.46
H -1.51 3.06 4.14
H -0.77 5.38 4.24
H 0.12 6.50 2.22
H 0.39 5.22 0.13
H 2.35 3.85 0.22
H 4.47 4.08 -0.98
H 4.78 3.01 -3.19
H 2.95 1.64 -4.16
H 0.81 1.42 -2.97
H -3.06 2.56 -0.43
H -4.77 3.51 -1.89
H -4.13 4.68 -3.98
H -1.74 4.93 -4.55
H 0.00 4.00 -3.08
C -2.40 -0.68 -3.77
C -1.30 -1.22 -4.44
C -0.09 -1.35 -3.78
C 0.03 -0.93 -2.45
C -1.06 -0.36 -1.78
C -2.28 -0.25 -2.45
C 1.28 -1.04 -1.68
C 2.42 -1.69 -2.22
C 3.56 -1.76 -1.50
C 3.62 -1.17 -0.21
C 4.81 -1.18 0.55
C 4.83 -0.60 1.78
C 3.66 -0.02 2.31
C 2.50 -0.01 1.59
C 2.44 -0.58 0.28
N 1.28 -0.52 -0.46
H -3.35 -0.59 -4.28
H -1.40 -1.55 -5.47
H 0.75 -1.77 -4.31
H -3.15 0.17 -1.96
H 2.37 -2.14 -3.20
H 4.44 -2.25 -1.89
H 5.70 -1.63 0.13
H 5.74 -0.58 2.37
H 3.66 0.43 3.29
H 0.64 0.37 1.62
```

Computed properties:
Maximum force, eV/Å: 1.95
LUMO (alpha / beta), Eh: -0.0925 / -0.0918
2S+1: 2
Net charge: +1
ΔE to the lowest compared entry with this formula, charge and spin, eV: 0.4651
Frontier orbital gap (alpha / beta), eV: 7.76 / 7.72
M, g mol⁻¹: 833.8

=====

C51H38N4O7P2S2W | ωB97M-V with the def2-TZVPD basis set

The geometry in XYZ format:
```
105
Properties=species:S:1:pos:R:3
W -1.46 -0.54 -0.31
O 1.33 -2.65 -2.79
C 0.51 -1.90 -2.32
N -0.06 -1.96 -1.06
C 0.08 -3.12 -0.33
O 0.37 -4.21 -0.73
C -0.18 -2.83 1.14
C -0.09 -3.84 2.07
C -0.28 -3.50 3.41
C -0.54 -2.19 3.72
C -0.68 -1.25 2.70
N -0.50 -1.57 1.42
C 0.02 -0.71 -3.09
C 0.36 -0.49 -4.41
C -0.18 0.62 -5.04
C -1.04 1.45 -4.34
C -1.33 1.17 -3.01
N -0.80 0.11 -2.41
H 0.13 -4.83 1.73
H -0.21 -4.25 4.18
H -0.68 -1.86 4.74
H -0.93 -0.22 2.90
H 1.04 -1.19 -4.89
H 0.06 0.83 -6.07
H -1.49 2.32 -4.80
H -1.97 1.81 -2.41
O -2.22 3.58 -0.24
C -2.40 2.51 0.32
O -1.77 1.43 -0.08
C -3.31 2.36 1.48
C -3.80 3.55 2.03
C -4.67 3.54 3.10
C -5.06 2.32 3.64
C -4.59 1.14 3.11
C -3.70 1.12 2.02
S -3.28 -0.51 1.50
H -3.48 4.47 1.57
H -5.04 4.47 3.51
H -5.75 2.29 4.48
H -4.91 0.20 3.53
C 2.89 0.63 0.40
P 1.17 1.16 -0.04
C 0.96 2.34 1.36
C 0.89 3.73 1.27
C 0.69 4.51 2.40
C 0.56 3.92 3.65
C 0.64 2.54 3.76
C 0.84 1.77 2.63
C 1.43 2.23 -1.50
C 0.57 3.29 -1.77
C 0.76 4.10 -2.88
C 1.78 3.83 -3.77
C 2.62 2.74 -3.55
C 2.45 1.95 -2.42
P 3.62 -0.78 -0.52
C 5.40 -0.44 -0.20
C 5.93 0.78 -0.64
C 7.28 1.06 -0.51
C 8.13 0.11 0.05
C 7.62 -1.10 0.47
C 6.26 -1.38 0.34
C 3.34 -2.20 0.59
C 3.41 -2.13 1.99
C 3.34 -3.28 2.76
C 3.21 -4.52 2.14
C 3.14 -4.61 0.76
C 3.20 -3.45 -0.01
H 2.90 0.45 1.48
H 3.53 1.51 0.25
H 0.99 4.23 0.32
H 0.63 5.58 2.30
H 0.38 4.53 4.53
H 0.56 2.06 4.73
H 0.93 0.69 2.74
H -0.27 3.49 -1.11
H 0.08 4.93 -3.05
H 1.93 4.46 -4.64
H 3.41 2.51 -4.25
H 3.10 1.10 -2.29
H 5.28 1.52 -1.10
H 7.66 2.01 -0.85
H 9.18 0.33 0.16
H 8.27 -1.85 0.90
H 5.89 -2.34 0.67
H 3.56 -1.18 2.48
H 3.40 -3.21 3.84
H 3.17 -5.42 2.74
H 3.02 -5.57 0.28
H 3.12 -3.52 -1.09
O -5.07 1.19 -1.24
S -4.70 0.12 -2.12
O -4.57 0.36 -3.52
N -3.34 -0.64 -1.57
C -3.59 -1.84 -1.07
O -2.64 -2.40 -0.44
C -4.98 -2.33 -1.29
C -5.54 -3.55 -0.99
C -6.89 -3.73 -1.29
C -7.63 -2.69 -1.86
C -7.06 -1.46 -2.16
C -5.72 -1.31 -1.86
H -4.95 -4.34 -0.54
H -7.37 -4.67 -1.07
H -8.67 -2.86 -2.08
H -7.64 -0.67 -2.61
```

Computed properties:
Maximum force, eV/Å: 1.72
LUMO (alpha / beta), Eh: -0.0131 / -0.0201
2S+1: 3
Net charge: 0
ΔE to the lowest compared entry with this formula, charge and spin, eV: 0.5235
Frontier orbital gap (alpha / beta), eV: 6.31 / 7.01
M, g mol⁻¹: 1128.8

=====

C51H41AuF12N3O3Te | ωB97M-V with the def2-TZVPD basis set

The geometry in XYZ format:
```
112
Properties=species:S:1:pos:R:3
Au -0.62 0.63 0.88
C 1.77 5.18 5.77
C 1.27 3.98 5.02
C 0.44 3.04 5.61
C -0.04 1.97 4.88
C 0.31 1.75 3.52
N -0.28 0.67 2.89
C -0.45 -0.52 3.59
C 0.59 -0.97 4.42
C 0.51 -2.13 5.15
C -0.63 -2.93 5.09
C -0.74 -4.22 5.86
C -1.66 -2.50 4.26
C -1.61 -1.34 3.49
C -2.84 -0.93 2.64
O -2.65 -0.04 1.63
C -3.49 -2.20 2.00
F -4.11 -3.07 2.85
F -2.56 -2.91 1.34
F -4.43 -1.87 1.10
C -3.87 -0.27 3.60
F -4.27 -1.06 4.64
F -5.00 0.10 2.97
F -3.34 0.83 4.15
C 1.17 2.70 2.92
C 1.60 3.78 3.69
C 1.66 2.60 1.45
O 1.41 1.46 0.78
C 1.05 3.80 0.64
F 1.44 3.78 -0.65
F 1.35 5.04 1.10
F -0.29 3.71 0.66
C 3.23 2.71 1.42
F 3.77 1.86 2.30
F 3.74 3.94 1.72
F 3.73 2.41 0.22
H 1.68 5.04 6.85
H 1.21 6.09 5.52
H 2.82 5.39 5.56
H 0.13 3.15 6.64
H -0.72 1.27 5.34
H 1.49 -0.37 4.46
H 1.35 -2.43 5.77
H -0.12 -4.20 6.75
H -0.43 -5.08 5.26
H -1.77 -4.40 6.17
H -2.55 -3.11 4.23
H 2.25 4.51 3.22
C -4.22 0.99 -0.85
C -3.76 0.19 -2.04
C -3.87 0.87 -3.34
C -2.93 0.64 -4.26
C -1.92 -0.36 -3.90
C -2.36 -1.56 -3.13
C -3.09 -0.96 -1.93
C -0.61 -0.15 -3.76
N 0.03 1.09 -3.92
H -4.23 0.36 0.04
H -5.23 1.37 -1.03
H -4.62 1.63 -3.48
H -2.85 1.22 -5.17
H -3.04 -2.22 -3.69
H -2.98 -1.41 -0.95
C 7.11 -3.06 -3.98
C 5.80 -2.50 -3.47
C 5.44 -1.18 -3.70
C 4.23 -0.65 -3.26
C 3.96 0.79 -3.60
C 3.34 -1.46 -2.53
Te 1.53 -0.54 -1.73
N -0.71 0.75 -1.21
C -1.17 1.69 -1.87
O -0.66 2.02 -3.21
C -2.26 2.65 -1.55
C -3.28 2.23 -0.51
C -4.15 3.37 -0.09
C -4.16 4.57 -0.70
C -3.27 4.84 -1.77
C -2.33 3.88 -2.15
C 0.16 -1.36 -3.28
C 1.04 -1.84 -4.39
C 0.90 -3.03 -4.99
C -0.17 -3.94 -4.61
C -1.04 -3.61 -3.66
C -1.01 -2.35 -2.84
C -0.94 -2.81 -1.39
C 3.70 -2.80 -2.29
C 2.81 -3.76 -1.55
C 4.91 -3.30 -2.77
H 7.73 -2.27 -4.41
H 6.94 -3.81 -4.75
H 7.68 -3.53 -3.18
H 6.12 -0.54 -4.26
H 4.38 1.02 -4.59
H 4.44 1.46 -2.88
H 2.91 1.04 -3.62
H -2.73 1.90 0.39
H -4.83 3.17 0.74
H -4.84 5.35 -0.36
H -3.27 5.81 -2.26
H -1.59 4.12 -2.91
H 1.82 -1.16 -4.71
H 1.58 -3.30 -5.79
H -0.26 -4.89 -5.12
H -1.84 -4.31 -3.40
H -1.82 -3.42 -1.15
H -0.90 -1.98 -0.69
H -0.05 -3.43 -1.24
H 2.21 -3.24 -0.80
H 3.39 -4.53 -1.05
H 2.11 -4.25 -2.24
H 5.17 -4.34 -2.56
```

Computed properties:
Maximum force, eV/Å: 0.55
LUMO (alpha / beta), Eh: 0.1425 / 0.1425
2S+1: 4
Net charge: -2
Frontier orbital gap (alpha / beta), eV: 5.59 / 5.82
M, g mol⁻¹: 1296.5